Here is a cluster of 13 separate species, C52H104O39 in total at a distorted geometry from OMol25. Energies are from wB97M-V/def2-TZVPD.

Structure (XYZ):
```
195
C52H104O39, DFT wB97M-V/def2-TZVPD
C -2.17177 0.52555 -5.79499
C -3.38222 1.27877 -6.39353
O -3.70703 0.69684 -7.61668
C -3.34806 1.21078 -8.81024
O -3.79509 0.71512 -9.86861
O -2.36106 2.04693 -8.67754
C -1.59899 2.49818 -9.68083
H -2.63879 -0.33469 -5.31544
H -1.60843 0.98699 -4.98391
H -1.47667 0.16654 -6.55396
H -3.05085 2.30248 -6.56762
H -4.21305 1.41474 -5.70119
H -2.20032 3.29901 -10.11113
H -1.33850 1.73061 -10.40958
H -0.73056 2.93826 -9.19067
C 3.17938 9.67494 -1.31009
C 2.48576 8.23847 -1.60164
O 2.49744 7.23911 -0.57734
C 3.51405 6.41146 -0.39188
O 4.66009 6.46376 -0.91081
O 3.12619 5.62079 0.59364
C 3.99042 4.58862 1.03529
H 2.76579 10.51130 -1.87360
H 4.22221 9.52666 -1.59049
H 3.20609 9.95985 -0.25832
H 2.84945 7.90087 -2.57214
H 1.42847 8.46805 -1.73406
H 4.85609 4.39915 0.40061
H 3.41964 3.66644 1.14441
H 4.20596 4.95062 2.04057
C 1.48305 -1.12984 -11.06404
C 2.62404 -0.38369 -10.44783
O 3.27041 -1.08757 -9.44975
C 4.15238 -0.39115 -8.72714
O 4.49373 0.78662 -8.90492
O 4.17611 -0.98533 -7.56623
C 5.13429 -0.70802 -6.59065
H 0.89650 -0.51294 -11.74483
H 0.73425 -1.36708 -10.30831
H 1.66656 -2.02018 -11.66549
H 2.17038 0.48237 -9.96592
H 3.29936 0.05997 -11.17940
H 5.14244 -1.47364 -5.81485
H 4.87424 0.18534 -6.02285
H 6.09332 -0.56419 -7.08831
C -0.76161 -9.70169 1.82159
C 0.67998 -9.57603 1.46326
O 1.02869 -8.40658 0.78416
C 1.46489 -7.35323 1.49897
O 1.55680 -7.27896 2.72762
O 1.84574 -6.29660 0.67327
C 2.55242 -5.19942 1.17230
H -0.87771 -10.73524 2.14778
H -1.28705 -9.53868 0.88061
H -1.21675 -8.89230 2.39241
H 0.98643 -10.43354 0.86420
H 1.29644 -9.69875 2.35377
H 3.36601 -5.51603 1.82493
H 1.83662 -4.51261 1.62401
H 3.02707 -4.72780 0.31185
C -2.35740 -4.71629 1.94489
C -2.07589 -4.83516 3.39438
O -1.80551 -3.53486 3.97666
C -0.86312 -3.41911 4.89977
O -0.01912 -4.21590 5.26438
O -1.02179 -2.23028 5.46421
C -0.27453 -1.82612 6.62238
H -1.40265 -4.37648 1.54354
H -3.13367 -3.97904 1.74003
H -2.75133 -5.67604 1.61052
H -1.25990 -5.49802 3.68226
H -2.91662 -5.27375 3.93188
H 0.74170 -1.53664 6.35483
H -0.26583 -2.47209 7.50030
H -0.67480 -0.95616 7.14300
C -0.03588 -0.68655 1.02620
C 0.38876 0.08677 -0.18841
O 1.21119 -0.72127 -0.96988
C 0.64909 -1.70640 -1.81224
O -0.56855 -2.04565 -1.93393
O 1.69487 -2.31741 -2.43313
C 1.55379 -3.45497 -3.25336
H -0.61725 -1.57237 0.77042
H -0.48358 -0.02353 1.76651
H 0.81274 -1.05546 1.60226
H 0.77110 1.00984 0.24734
H -0.52787 0.36465 -0.70867
H 1.12345 -4.31190 -2.73511
H 2.39284 -3.78963 -3.86337
H 0.75118 -3.23293 -3.95665
C -5.23903 0.78773 -0.37434
C -6.60249 0.88684 0.30073
O -7.15975 2.15362 0.12336
C -8.29880 2.43971 0.72921
O -9.01674 1.62447 1.33416
O -8.54069 3.75652 0.48831
C -9.82319 4.34628 0.63626
H -5.45636 1.00432 -1.42027
H -4.76681 -0.18772 -0.25769
H -4.58072 1.58159 -0.02147
H -6.47815 0.65015 1.35743
H -7.27060 0.06740 0.03570
H -10.31076 4.21221 1.60187
H -10.53361 3.81755 0.00077
H -9.98177 5.42464 0.64613
C 4.05639 3.87708 10.07637
C 4.01455 4.73385 8.80871
O 2.59542 4.70261 8.51315
C 2.12640 3.79600 7.65200
O 2.77214 2.87450 7.11427
O 0.84374 4.06306 7.50815
C 0.01580 3.49917 6.51452
H 3.42400 4.31852 10.84664
H 5.03603 3.80450 10.54874
H 3.63458 2.87317 10.02800
H 4.66251 4.23765 8.08618
H 4.33868 5.77133 8.89031
H -0.27033 2.46416 6.70155
H 0.56870 3.54111 5.57610
H -0.90825 4.07689 6.49281
C 6.05116 -0.75343 2.50779
C 6.14678 -0.93517 4.01222
O 7.43623 -1.36947 4.42546
C 8.48533 -0.47344 4.24290
O 8.53466 0.55578 3.56832
O 9.43663 -0.97931 4.94588
C 10.63648 -0.29439 5.26297
H 6.51147 0.16911 2.15403
H 4.99805 -0.74059 2.22690
H 6.49413 -1.64690 2.06780
H 5.32617 -1.63840 4.15420
H 5.85389 0.00941 4.47058
H 10.92704 0.41210 4.48545
H 11.48707 -0.92899 5.51173
H 10.51926 0.44351 6.05661
C -6.91421 -9.70737 -6.95347
C -7.27878 -8.25291 -6.66662
O -6.18757 -7.58904 -5.98078
C -6.16722 -6.30563 -5.52290
O -7.11901 -5.50972 -5.61137
O -4.98053 -6.10952 -4.98180
C -4.52460 -4.78033 -4.64274
H -6.62747 -10.22609 -6.03870
H -6.09057 -9.81635 -7.65905
H -7.74812 -10.17900 -7.47335
H -8.17778 -8.29369 -6.05161
H -7.58328 -7.62505 -7.50398
H -3.50926 -5.00441 -4.31566
H -5.12806 -4.48052 -3.78597
H -4.49178 -4.08830 -5.48423
C -5.45765 1.77329 5.47726
C -5.37767 1.86138 7.02473
O -6.32847 0.99389 7.54993
C -7.47159 1.32683 8.11940
O -8.19335 0.47904 8.60403
O -7.54156 2.61254 8.40450
C -8.58254 3.01332 9.26659
H -5.86556 0.81143 5.16657
H -4.54182 2.06994 4.96604
H -6.28406 2.36287 5.08033
H -5.40497 2.86148 7.45734
H -4.46484 1.41363 7.41761
H -8.09910 3.72209 9.93892
H -8.86591 2.22861 9.96804
H -9.42636 3.45114 8.73331
C 8.91473 1.41808 -2.33575
C 9.26831 0.07537 -1.65037
O 8.13311 -0.86965 -1.71653
C 8.32257 -2.19759 -1.74549
O 9.41224 -2.75522 -1.68236
O 7.11546 -2.82206 -1.69758
C 7.01972 -4.26555 -1.71991
H 9.75857 2.10801 -2.34038
H 8.07868 1.81598 -1.76060
H 8.47986 1.36183 -3.33366
H 9.40451 0.36742 -0.60909
H 10.20478 -0.20721 -2.13128
H 7.86050 -4.62682 -2.31209
H 6.08191 -4.67208 -2.09852
H 7.13241 -4.59927 -0.68839
C -4.72202 6.13663 -1.82815
C -3.60458 5.42565 -0.92179
O -2.74721 6.25521 -0.07094
C -1.99463 5.77074 0.90358
O -2.03430 4.60238 1.33882
O -1.44647 6.76412 1.33833
C -0.52466 6.59093 2.48666
H -5.14965 5.37535 -2.48059
H -4.33454 6.81849 -2.58513
H -5.47501 6.63022 -1.21376
H -2.97411 4.79721 -1.55080
H -4.23702 4.77655 -0.31615
H -0.95299 6.70745 3.48217
H 0.20532 7.39964 2.45169
H 0.01298 5.66013 2.30590
```

As for the electronic energy: -135455.3297 eV. The HOMO energy comes out at -10.41 eV. The energy above the lowest of the compared OMol25 structures with the same formula, charge and spin is 231.2 kcal/mol. The HOMO-LUMO gap is 10.4 eV.


Here is a structure of composition C52H108N4O32S5 at a distorted geometry from OMol25. Energies are from wB97M-V/def2-TZVPD.

Structure (XYZ):
```
201
C52H108N4O32S5, DFT wB97M-V/def2-TZVPD
C 5.50837 4.68222 0.34180
O 4.89593 5.02532 1.35229
N 4.97453 4.57928 -0.84041
N 6.76832 4.35006 0.22982
H 5.53187 4.50320 -1.67926
H 4.00712 4.86878 -0.86083
H 7.32032 4.44652 1.07011
H 7.05179 3.87393 -0.61462
C 2.23671 -0.36969 -3.73629
O 3.07047 -1.20571 -3.95433
N 0.98356 -0.44845 -4.07516
N 2.54105 0.79529 -3.21917
H 0.34021 0.23896 -3.70954
H 0.51895 -1.26425 -4.44759
H 2.29501 1.64399 -3.70835
H 3.45706 0.81052 -2.79398
C -5.83792 -1.65905 -4.30376
C -6.34242 -2.93701 -4.95465
O -7.71691 -3.03654 -4.71939
S -8.28084 -2.04454 -3.56877
O -9.00385 -2.87636 -2.59246
O -8.98513 -0.95653 -4.21547
O -6.72317 -1.57880 -3.15940
H -5.89195 -0.71394 -4.84407
H -4.78235 -1.74761 -4.04680
H -5.98894 -3.78589 -4.36937
H -6.07058 -3.11837 -5.99450
C 6.29568 -3.34758 -2.14888
C 6.37605 -3.65977 -3.71199
O 7.64662 -3.08931 -4.18079
S 8.40083 -2.27717 -3.00768
O 8.70795 -0.91750 -3.51987
O 9.50047 -3.16148 -2.43387
O 7.07773 -2.23881 -2.03216
H 6.68943 -4.18333 -1.57046
H 5.28360 -3.14992 -1.79572
H 5.52621 -3.31119 -4.29880
H 6.36196 -4.72674 -3.93447
C -3.76909 -3.48080 1.43444
C -5.24150 -2.85769 1.49154
O -5.72810 -3.14026 0.21059
S -4.60628 -2.78098 -0.95619
O -4.48752 -1.31590 -1.17046
O -4.81877 -3.65563 -2.12684
O -3.42255 -3.41462 0.14177
H -3.97129 -4.54016 1.59243
H -3.09066 -2.98577 2.12925
H -5.10080 -1.79360 1.68133
H -5.87393 -3.30731 2.25703
C 1.74017 -4.31887 -1.02855
C 1.73533 -5.82696 -0.55485
O 1.96858 -5.75985 0.79886
S 2.68953 -4.35770 1.30655
O 4.07800 -4.65501 1.65604
O 1.78187 -3.63659 2.24777
O 2.63133 -3.56146 -0.13005
H 0.71993 -3.93856 -1.07915
H 2.23101 -4.18891 -1.99306
H 2.47542 -6.46260 -1.04098
H 0.79197 -6.33850 -0.74590
C -1.93900 -5.21462 -5.45326
C -2.64207 -4.65333 -4.21717
O -2.66657 -3.28584 -4.51256
S -2.41670 -2.91134 -6.10051
O -1.09981 -2.33181 -6.23087
O -3.57406 -2.11921 -6.52929
O -2.34463 -4.48629 -6.52807
H -2.16482 -6.25569 -5.68413
H -0.85776 -5.08641 -5.50394
H -2.28197 -4.96415 -3.23645
H -3.64991 -5.05892 -4.30586
C -5.09968 6.21707 -0.19148
C -4.55856 4.98605 -0.90706
C -3.22969 4.76539 -0.34867
O -3.30767 5.36275 0.97698
C -4.59358 6.07449 1.26001
H -6.14429 6.50097 -0.31906
H -4.54912 7.07550 -0.57627
H -4.47164 5.11146 -1.98633
H -5.14408 4.10467 -0.64548
H -2.49380 5.28609 -0.96140
H -2.99895 3.70020 -0.36375
H -4.64502 6.93600 1.92578
H -5.24091 5.35552 1.76214
C 1.33276 2.96449 3.65631
C 0.00418 3.31639 4.36097
C 0.24184 2.86120 5.79223
O 1.44436 2.07596 5.87782
C 1.85136 1.80483 4.49957
H 2.07618 3.76126 3.68014
H 1.24651 2.55687 2.64908
H -0.82708 2.80424 3.87641
H -0.06174 4.39541 4.22146
H -0.47582 2.13087 6.16600
H 0.16400 3.70358 6.47958
H 1.57997 0.86170 4.02526
H 2.94108 1.80284 4.52405
C 0.64435 -0.48955 -0.26895
C -0.77606 -0.91981 -0.27975
C -1.42386 0.36169 0.22074
O -0.46951 0.83433 1.22525
C 0.78761 0.20509 0.98599
H 0.90195 0.01785 -1.19861
H 1.40652 -1.26279 -0.17251
H -1.00944 -1.75700 0.37809
H -1.12340 -1.33506 -1.22581
H -2.43758 0.16032 0.56705
H -1.47427 1.11450 -0.56592
H 1.01328 -0.45013 1.82734
H 1.49797 1.02683 0.89535
C 5.28341 -0.64484 3.52695
C 5.01750 0.67086 2.74023
C 6.39684 1.43807 2.75981
O 7.42934 0.63077 3.34836
C 6.66560 -0.38310 4.11118
H 5.28625 -1.37635 2.71888
H 4.42913 -0.72258 4.19947
H 4.09582 1.08477 3.14921
H 4.82317 0.44449 1.69186
H 6.22978 2.25220 3.46506
H 6.71831 1.77927 1.77577
H 6.60280 -0.04588 5.14579
H 7.27013 -1.26350 4.32926
C -3.33923 -1.87613 5.70663
C -2.27939 -0.91500 5.11955
C -2.96128 -0.22323 3.94197
O -4.26675 -0.72197 4.04339
C -4.62739 -1.24982 5.30832
H -3.33332 -1.99391 6.79023
H -3.28215 -2.88884 5.30755
H -1.40892 -1.50139 4.82537
H -1.94039 -0.09416 5.75154
H -2.53032 -0.45865 2.96885
H -3.07557 0.84600 4.12022
H -5.45457 -1.94006 5.14264
H -5.02762 -0.46922 5.95531
C -1.57036 1.77158 -5.25997
C -2.81634 0.93543 -5.13324
C -2.65462 0.26994 -3.80852
O -1.72717 0.94062 -3.02234
C -1.18485 2.02502 -3.79198
H -1.69522 2.76931 -5.68071
H -0.73726 1.26552 -5.74778
H -2.97604 0.25621 -5.97065
H -3.51391 1.75935 -4.98273
H -2.23308 -0.71396 -4.01424
H -3.57771 0.19299 -3.23400
H -0.14073 2.26053 -3.58595
H -1.77338 2.85843 -3.40834
C 5.99237 1.45028 -2.91979
C 6.30399 2.44694 -4.00282
C 6.85158 3.63499 -3.22382
O 7.38406 3.02317 -2.05301
C 7.33531 1.53322 -2.08225
H 5.93178 0.44719 -3.34199
H 5.18925 1.63396 -2.20610
H 5.46376 2.67460 -4.65879
H 7.11862 1.97206 -4.54959
H 6.05666 4.32499 -2.94082
H 7.59178 4.21102 -3.77916
H 7.15129 1.10008 -1.09909
H 8.22781 1.09251 -2.52646
C 1.54359 6.26441 0.11309
C 1.31486 5.12605 0.95520
C 1.38762 3.93202 -0.02933
O 1.87857 4.48331 -1.26667
C 1.37255 5.80973 -1.36748
H 2.54130 6.62483 0.36359
H 0.90989 7.11890 0.35047
H 0.38714 5.26484 1.51033
H 2.05032 5.12586 1.75969
H 0.47807 3.47376 -0.41771
H 2.11740 3.17747 0.26422
H 0.31726 5.79734 -1.64009
H 1.92038 6.18025 -2.23391
C -7.09572 0.75028 1.39810
C -5.93191 1.71656 1.60820
C -6.13866 2.35894 2.97949
O -7.39925 1.78567 3.40633
C -8.13100 1.21592 2.43120
H -6.89103 -0.20269 1.88600
H -7.41057 0.70086 0.35574
H -5.95016 2.45040 0.80244
H -4.89754 1.37807 1.54811
H -6.09478 3.43318 2.80002
H -5.28976 1.94267 3.52189
H -8.79137 2.02392 2.11628
H -8.74210 0.41255 2.84261
C 0.35085 -5.89560 4.13586
C 1.73785 -6.47560 4.45571
C 2.08346 -5.87425 5.78992
O 0.98173 -5.08179 6.14127
C 0.28865 -4.67781 4.96983
H -0.47289 -6.50977 4.49964
H 0.05720 -5.76494 3.09433
H 2.44437 -6.27398 3.65055
H 1.73182 -7.55871 4.57791
H 3.04042 -5.35370 5.75338
H 2.11962 -6.56673 6.63091
H 0.75717 -3.82572 4.47736
H -0.71139 -4.34955 5.25314
```

As for the electronic energy: -181316.3110 eV. The HOMO energy comes out at -9.15 eV. The HOMO-LUMO gap is 8.5 eV.